A structure of composition C31H22KN6O4, computed with ωB97M-V with the def2-TZVPD basis set.

```
! RIJCOSX wB97M-V def2-TZVPD def2/J DEFGRID3
* xyz -1 1
K -0.079 0.049 -0.015
O 1.609 -0.328 4.155
C 1.306 0.014 2.991
N 1.302 -0.655 1.850
C 1.633 -2.026 1.778
C 2.146 -2.738 2.876
C 2.443 -4.092 2.835
C 2.227 -4.797 1.668
C 1.718 -4.136 0.560
C 1.407 -2.766 0.553
N 0.854 -2.119 -0.574
C 0.450 -2.783 -1.643
O 0.485 -4.001 -1.929
C -0.212 -1.925 -2.744
C -0.582 -2.595 -3.915
C -1.215 -1.908 -4.929
C -1.476 -0.554 -4.757
C -1.074 0.031 -3.571
N -0.455 -0.619 -2.584
C 0.831 1.481 2.898
C 0.895 2.230 4.078
C 0.451 3.535 4.088
C -0.059 4.077 2.915
C -0.083 3.269 1.794
N 0.349 2.007 1.766
H 2.308 -2.188 3.787
H 2.834 -4.583 3.720
H 2.444 -5.858 1.608
H 1.543 -4.684 -0.350
H -0.359 -3.650 -3.973
H -1.506 -2.415 -5.841
H -1.974 0.035 -5.517
H -1.261 1.087 -3.407
H 1.290 1.739 4.954
H 0.496 4.126 4.996
H -0.426 5.094 2.864
H -0.473 3.663 0.860
O -4.984 -5.250 4.088
C -3.714 -4.973 3.688
O -2.834 -5.728 3.979
C -3.508 -3.718 2.893
C -4.542 -2.843 2.555
C -4.291 -1.702 1.820
C -2.992 -1.412 1.405
C -1.956 -2.282 1.739
C -2.214 -3.426 2.477
N -2.623 -0.273 0.649
C -3.435 0.614 0.265
C -2.976 1.786 -0.528
C -3.894 2.746 -0.938
C -3.445 3.831 -1.676
C -2.098 3.922 -1.980
C -1.256 2.913 -1.526
N -1.678 1.875 -0.821
H -5.585 -4.564 3.786
H -5.569 -3.023 2.853
H -5.115 -1.045 1.576
H -0.942 -2.066 1.422
H -1.406 -4.099 2.734
H -4.510 0.588 0.479
H -4.941 2.642 -0.682
H -4.139 4.592 -2.007
H -1.704 4.750 -2.553
H -0.191 2.939 -1.739
*
```

For the relative energy (zero: lowest compared OMol25 entry of this formula, charge and spin), the calculation gives 5.9 kcal/mol. Its HOMO-LUMO gap is 4.52 eV. The value obtained for the LUMO energy is 0.043 Eh. The value obtained for the strongest force on any atom is 1.0 eV Å⁻¹.

These are the Mulliken partial charges, in e, on atoms 1 to 2: 0.6088, -0.8663